Entry 1:
Here is a 2-piece molecular cluster, C3H10NO2 overall in a non-equilibrium geometry from the Open Molecules 2025 dataset. Energies are from ωB97M-V with the def2-TZVPD basis set.

The geometry in XYZ format:
```
16
Properties=species:S:1:pos:R:3:forces:R:3
C 2.2481 -0.1432 1.1250 1.019 0.433 -0.606
O 2.2073 1.1626 1.6747 -0.555 0.364 0.625
H 3.1875 -0.2100 0.5539 -0.268 0.100 0.045
H 2.3168 -0.8909 1.8848 -0.130 -0.662 0.739
H 1.4230 -0.3339 0.4658 -0.530 -0.148 -0.374
H 1.3462 1.2646 2.1230 0.488 -0.093 -0.482
C -1.1438 -0.0403 -2.0000 -1.014 -0.265 1.216
N -0.6392 -0.5178 -0.6977 0.326 0.515 -0.499
C -1.4222 0.1364 0.4499 -0.087 -0.312 -0.717
O -2.5724 -0.4687 0.6170 -0.569 0.116 0.474
H -2.2632 0.0639 -1.9778 0.734 -0.155 -0.190
H -0.8332 -0.7069 -2.7699 -0.006 -0.871 -0.735
H -0.7194 0.8975 -2.3053 0.301 0.780 0.277
H -0.9117 -1.5070 -0.6187 -0.031 0.615 0.048
H -1.5091 1.2510 0.1434 0.432 -0.765 0.328
H -0.7146 0.0426 1.3322 -0.110 0.349 -0.149
```
Positions in Å, forces in eV/Å.

Results
* total charge: -1
* Kohn-Sham gap: 6.506 eV
* HOMO level: -2.59 eV

---

Entry 2:
Here is C29H28BrN5NbO5S2 as an isolated structure in a non-equilibrium geometry from the Open Molecules 2025 dataset. Energies are from ωB97M-V with the def2-TZVPD basis set.

The geometry in XYZ format:
```
71
Properties=species:S:1:pos:R:3:forces:R:3
Nb 9.9310 12.6862 10.0293 -4.751 -1.097 -2.595
Br 14.7704 12.5296 4.9382 0.809 0.037 0.879
C 14.4328 12.4119 6.8267 -1.780 -0.752 -0.111
C 13.3127 11.5763 7.0695 -0.621 0.537 2.864
C 12.5157 11.7588 8.2712 1.901 -0.012 -2.268
C 12.8915 12.7745 9.1566 0.923 0.833 -0.707
C 14.0858 13.4751 9.0186 1.240 -1.629 -2.744
C 14.9253 13.2078 7.8500 -1.495 0.680 1.368
N 11.9718 13.1858 10.1250 0.126 -0.011 4.062
C 12.2627 13.5461 11.3747 1.762 -0.823 -2.880
C 11.3212 13.6445 12.4274 -2.709 0.061 2.688
C 11.6635 13.7797 13.8416 -0.264 -0.274 -2.499
C 10.6283 13.8404 14.7531 -0.743 -0.143 -1.407
C 9.2899 13.7794 14.3155 1.427 0.062 0.635
C 8.9905 13.6619 12.9923 2.056 -0.201 -2.102
N 9.9923 13.5317 12.0481 0.562 0.172 2.242
H 13.1207 10.7280 6.4314 -0.352 0.265 -0.322
H 11.6595 11.1204 8.4464 -0.090 -0.032 -0.013
H 14.3712 14.2355 9.7072 0.257 0.430 0.399
H 15.8758 13.6969 7.7595 0.123 0.424 -0.148
H 13.3043 13.6960 11.6174 0.282 0.016 0.195
H 12.7060 13.7414 14.1494 -0.190 0.304 -0.126
H 10.8217 13.9559 15.7845 0.269 -0.038 0.950
H 8.5352 13.7681 15.0596 -0.778 0.248 0.356
H 8.0220 13.7152 12.5584 -0.820 -0.327 -0.058
C 12.8849 16.6444 5.8153 0.128 0.317 -0.291
C 11.5631 16.9709 6.5540 0.312 0.914 -1.621
C 11.2971 16.1563 7.7789 -0.231 -1.393 0.261
N 11.9006 16.7669 8.9406 2.205 0.620 0.443
C 11.3562 16.7740 10.1366 -0.762 0.526 1.044
S 9.8595 16.0362 10.4300 0.121 -0.014 0.211
N 11.9508 17.5119 11.1995 0.462 -1.331 -1.010
C 13.4092 17.5476 11.3026 0.568 0.521 -0.336
O 14.0207 16.7362 11.9726 -0.802 0.750 -0.486
C 14.0335 18.6869 10.5337 -0.211 0.496 -0.689
C 13.2617 19.4693 9.6176 1.350 -0.295 1.285
C 13.8795 20.5195 8.9584 -0.779 0.061 -1.200
C 15.2166 20.8016 9.1222 0.704 -0.061 0.202
C 15.9966 20.0585 10.0068 -0.632 -0.049 0.116
C 15.3940 19.0102 10.7055 -0.334 -0.084 -0.110
H 12.8217 16.8744 4.7424 -0.226 -0.061 0.281
H 13.2295 15.5928 5.8679 -0.358 0.465 0.275
H 13.6684 17.3125 6.1653 0.375 -0.212 0.230
H 10.7584 16.9150 5.8105 -0.092 -0.589 0.427
H 11.5244 18.0601 6.7939 0.241 -0.685 0.124
H 11.7656 15.1238 7.7274 -0.875 0.845 -0.377
H 10.2177 16.0839 7.9940 0.558 -0.208 -0.195
H 12.8983 17.0649 8.8462 -1.308 -0.095 0.016
H 11.5416 17.1853 12.0622 -0.074 -0.032 0.174
H 12.2241 19.2636 9.5095 -0.619 0.033 -0.199
H 13.3579 21.1060 8.1844 -0.065 -0.360 0.682
H 15.6531 21.6065 8.5345 -0.001 -0.124 0.226
H 17.0319 20.3405 10.1571 -0.044 -0.269 0.076
H 15.9432 18.4234 11.4183 0.303 -0.124 0.155
O 7.3236 11.4647 8.0978 0.107 1.297 0.162
S 7.6587 12.8178 8.4779 -0.506 1.364 -0.500
O 6.9656 13.9758 7.9823 -0.049 -1.349 -0.125
O 9.2036 13.0934 8.1580 0.884 -1.146 1.466
O 7.7844 12.9607 10.0067 1.079 -0.307 0.679
N 9.7276 10.9323 10.2959 2.442 5.472 -0.085
C 9.7739 9.6294 10.3855 -1.789 -4.201 1.102
C 8.8332 8.9162 9.5876 0.452 1.176 -0.007
C 8.6600 7.5732 9.7740 -1.259 -0.819 -0.936
C 9.2417 6.8457 10.7895 0.653 2.021 -0.685
C 10.1719 7.5440 11.5163 1.939 -0.411 1.850
C 10.4379 8.9231 11.4319 -1.145 -0.029 -1.195
H 8.1689 9.5213 8.9378 0.746 -0.645 0.128
H 8.0140 7.0585 9.0837 -0.507 -0.042 -0.010
H 8.9818 5.8539 11.0299 -0.010 -1.068 -0.084
H 10.7993 6.9041 12.1680 -0.550 0.832 0.210
H 10.9287 9.5023 12.2136 0.456 -0.435 -0.341
```
Positions in Å, forces in eV/Å.

Results
* total charge: +1
* Kohn-Sham gap: 5.195 eV
* HOMO level: -10.83 eV

---

Entry 3:
Here is a 2-piece molecular cluster, C9H14 overall in a non-equilibrium geometry from the Open Molecules 2025 dataset. Energies are from ωB97M-V with the def2-TZVPD basis set.

The geometry in XYZ format:
```
23
Properties=species:S:1:pos:R:3:forces:R:3
C -0.9096 -1.7930 1.1342 0.656 0.580 1.928
C 0.3971 0.2682 1.6853 -0.335 1.156 -2.234
C -0.6927 -0.3203 0.9811 -0.725 -3.114 -0.489
C 0.6999 1.5284 1.2277 1.237 -0.379 1.562
C -0.1955 2.2595 0.4366 -1.177 0.558 -0.380
C -1.5786 0.3372 0.1047 -0.560 3.247 -0.497
C -1.4060 1.7116 -0.0520 0.513 -1.465 0.258
H 1.0494 -0.3815 2.2320 0.219 0.110 0.541
H 1.6270 2.0040 1.5456 -0.208 -0.035 -0.097
H 0.0366 -2.3608 1.1352 -0.338 0.114 -0.420
H -1.7439 -2.2829 0.6456 0.200 0.264 -0.456
H -0.0399 3.3028 0.1909 0.461 -0.028 0.170
H -2.4206 -0.0857 -0.4405 0.320 -0.614 0.528
H -2.0996 2.3525 -0.5707 -0.072 -0.113 -0.248
H -1.1305 -1.8125 2.2299 -0.152 -0.315 -0.213
C 1.1036 -2.0551 -2.1974 0.306 1.081 2.127
C 1.9031 -0.7473 -2.2792 -0.729 0.318 -2.171
H 0.8530 -2.5100 -3.1256 0.406 -0.456 -0.774
H 1.7526 -2.6268 -1.5284 -0.579 -0.970 -0.368
H 0.1243 -1.9090 -1.6975 0.464 0.038 -0.008
H 2.7978 -0.8892 -2.9174 -0.058 -0.039 0.936
H 1.3436 -0.0395 -2.8991 -0.122 0.298 0.261
H 2.1016 -0.2705 -1.3222 0.272 -0.236 0.046
```
Positions in Å, forces in eV/Å.

Results
* total charge: +1
* Kohn-Sham gap (alpha / beta): 10.178 / 6.246 eV
* expectation value of S²: 0.768
* 2S+1: 2
* HOMO level (alpha / beta): -14.43 / -14.44 eV

---

Entry 4:
Here is C12H18ClN in the gas phase in a non-equilibrium geometry from the Open Molecules 2025 dataset. Energies are from ωB97M-V with the def2-TZVPD basis set.

The geometry in XYZ format:
```
32
Properties=species:S:1:pos:R:3:forces:R:3
C -0.9172 -1.2275 1.1472 -0.620 -0.446 1.567
C -1.9354 -0.5099 0.2763 -1.451 0.565 2.981
C 1.0396 0.0602 -1.4848 -0.987 -2.203 2.043
C 2.4147 -0.7128 -1.7549 0.141 2.779 0.980
C -0.2685 0.9931 1.4302 1.084 1.678 1.693
C 0.3626 -0.4027 1.2247 0.374 1.719 -0.362
C -1.6869 1.0242 0.8597 -0.581 -2.080 -0.477
C 1.2448 -0.4379 0.0153 0.433 -0.385 -2.069
C 2.4627 -0.9735 -0.2531 -1.517 0.601 0.390
C -2.0244 1.7940 -0.3444 0.235 0.463 0.466
C 3.4740 -1.6001 0.6510 1.072 1.132 -1.795
C -3.7440 2.5762 -1.5994 -2.927 0.273 -0.371
N -3.2934 1.6456 -0.6819 3.274 1.514 0.161
Cl -4.9736 1.7985 -2.6357 -0.246 -0.713 -1.334
H -1.3982 -1.2797 2.2044 0.979 -0.239 -1.636
H -0.7060 -2.1843 0.7509 0.096 -1.408 -0.024
H -1.7522 -0.5536 -0.7785 0.089 -0.088 -0.462
H -3.0331 -0.9041 0.5318 2.329 0.945 -0.770
H 1.0845 1.0956 -1.5405 0.573 2.062 -0.154
H -0.0098 -0.1384 -1.8721 1.595 -0.601 -0.304
H 2.2819 -1.5601 -2.3234 -0.281 -2.071 -1.289
H 3.2477 -0.1097 -2.2225 -0.856 -0.417 0.540
H -0.2350 1.1340 2.5973 -0.576 0.039 -2.129
H 0.3316 1.8501 1.0274 -0.346 -0.824 0.198
H 1.0466 -0.5287 2.0791 -0.578 -0.748 -0.069
H -2.3526 1.2226 1.7068 -0.429 -0.107 -0.323
H 4.0717 -2.2908 0.0276 -0.013 0.168 0.696
H 3.0150 -2.0901 1.4587 -0.543 -0.818 1.051
H 4.1205 -0.7903 1.0582 -0.097 -0.659 -0.253
H -2.8929 2.9572 -2.0912 0.516 0.666 -0.832
H -4.4698 3.2838 -1.1963 1.073 0.651 0.528
H -3.9245 1.0531 -0.2565 -1.815 -1.449 1.360
```
Positions in Å, forces in eV/Å.

Results
* total charge: 0
* Kohn-Sham gap: 9.061 eV
* HOMO level: -8.31 eV

---

Across the entries above, E takes the values -325.49547, -5199.03170, -350.98125, -982.81484 Ha, respectively.